# 1
{"formula": "C4H15N3", "method": "ωB97M-V/def2-TZVPD", "total_energy_ev": -8859.599, "lumo_ev": 0.76, "gap_ev": 8.18, "symbols": ["H", "C", "C", "N", "H", "H", "N", "C", "N", "H", "C", "H", "H", "H", "H", "H", "H", "H", "H", "H", "H", "H"], "coordinates": [[-3.00381, 0.53438, 1.50465], [-1.94446, 0.54480, 1.21092], [-1.70095, -0.09584, -0.15371], [3.11435, -0.48574, -0.08669], [1.42991, 2.33250, -0.03341], [0.32706, 0.36702, -1.62168], [0.95193, -0.17556, -0.98413], [-2.32548, -1.49078, -0.21565], [1.95004, 1.57148, 0.38625], [-3.39328, -1.49254, 0.04527], [2.20034, 0.52052, -0.57204], [1.14178, -1.11317, -1.33590], [2.75384, -0.90307, 0.76618], [1.39224, 1.22589, 1.16344], [-1.40235, 0.01035, 1.99950], [2.64997, 0.98475, -1.45592], [-2.24324, -1.91777, -1.21784], [-1.62390, 1.58974, 1.22709], [-0.24623, -0.29749, -0.33854], [-1.82590, -2.17346, 0.47889], [-2.20986, 0.52355, -0.90262], [4.00801, -0.05959, 0.13594]], "forces_ev_per_a": [[0.03, 0.00, -0.06], [0.03, -0.07, -0.03], [1.93, -0.95, 0.32], [-0.12, -0.11, -0.05], [0.00, 0.06, -0.01], [1.30, -0.61, 0.36], [1.02, 0.29, -0.88], [-0.08, 0.12, 0.03], [-0.14, 0.09, 0.05], [0.03, 0.00, 0.01], [-0.16, -0.05, -0.44], [0.05, 0.37, -0.32], [0.01, 0.03, 0.00], [0.04, -0.02, -0.07], [0.01, 0.05, 0.00], [0.09, 0.03, 0.14], [0.03, -0.07, 0.00], [0.07, 0.01, 0.07], [-4.30, 0.82, 1.10], [-0.02, -0.03, -0.01], [0.35, 0.08, -0.21], [-0.16, -0.01, -0.01]], "nbo_charge": [0.187, -0.614, -0.548, -0.839, 0.362, 0.412, -0.843, -0.611, -0.843, 0.182, 0.259, 0.403, 0.358, 0.363, 0.184, 0.164, 0.193, 0.191, 0.310, 0.186, 0.169, 0.376]}

=====

# 2
{"formula": "C47H52Br2CaF3IN2O8P3", "method": "ωB97M-V/def2-TZVPD", "total_energy_ev": -271594.017, "lumo_ev": -2.47, "gap_ev": 7.84, "total_charge": 1, "symbols": ["H", "P", "C", "H", "H", "C", "O", "H", "H", "H", "H", "P", "C", "H", "H", "H", "C", "H", "C", "O", "O", "H", "C", "H", "C", "C", "C", "H", "C", "H", "H", "N", "C", "F", "C", "C", "C", "H", "C", "C", "H", "H", "C", "H", "C", "N", "C", "H", "H", "Br", "H", "C", "H", "C", "C", "C", "H", "H", "H", "I", "C", "C", "Br", "C", "P", "H", "C", "O", "O", "H", "Ca", "C", "H", "C", "C", "H", "H", "F", "C", "C", "O", "H", "H", "C", "C", "H", "H", "F", "H", "C", "O", "C", "H", "H", "C", "H", "C", "C", "C", "H", "C", "H", "O", "C", "H", "H", "C", "H", "C", "H", "H", "C", "H", "H", "C", "H", "C", "H", "H"], "coordinates": [[-5.76916, -0.64318, -2.12531], [1.01829, 2.61320, 1.21152], [3.42643, 2.01257, 4.51458], [-2.86136, -5.37591, -2.55470], [-5.31131, 1.12870, -0.54703], [-4.51996, 1.68432, -1.04872], [0.52586, -1.76320, 3.20742], [-1.30913, 2.67781, -0.22721], [3.95317, -0.07362, 0.83615], [3.53741, -2.89191, -4.30837], [-1.02714, -6.17120, 0.46647], [-2.23484, -0.64156, -0.63271], [2.29112, 2.15628, 3.72681], [-4.88337, -1.02436, 0.15149], [3.31969, 1.80990, 5.57139], [-0.69553, -1.05078, 1.19287], [-1.40510, 3.64100, 2.32140], [1.35715, 7.13341, 2.88520], [4.68735, 2.12559, 3.95250], [0.27627, -3.81537, 0.98350], [-2.80028, 0.51643, 0.26261], [1.41899, 4.68071, 2.92412], [5.01299, -1.35765, -2.57893], [-2.23117, 0.29646, 4.05212], [-2.59885, 3.49670, 3.01798], [-0.49898, 2.58463, 2.24166], [1.62185, -2.33999, -5.11490], [0.70894, -6.39141, 0.77232], [0.69480, 7.22046, -1.61688], [5.27889, -1.70248, -3.56746], [-3.32709, -3.66165, -2.70490], [3.33832, -0.63151, -1.04194], [1.54317, -1.30735, 2.70438], [3.92948, -0.98450, 2.93686], [-4.70600, -1.77235, -0.62255], [1.18168, 4.41264, 0.83263], [-1.35033, -1.65936, 0.55775], [-3.83016, 2.19407, 4.19728], [2.67579, -2.24628, -4.22223], [0.86825, 5.21027, -2.87206], [0.90076, 4.72846, -3.83944], [1.31184, 2.07414, 4.18163], [-3.29523, 1.83814, -0.17249], [-4.49169, -3.91555, -0.78076], [5.98888, -1.13177, -1.62187], [1.51912, -0.51859, -3.04141], [1.25181, 6.58166, 1.96222], [0.92371, 8.29050, 0.73353], [-0.95573, -2.99253, -2.79587], [7.79412, -1.45687, -2.03448], [-2.53342, -4.49457, -4.04988], [-0.11613, -4.97358, -2.77077], [-1.79255, -5.15191, 3.31022], [4.28803, -0.42547, -0.12998], [0.53101, -1.49736, -4.98483], [-5.73811, -1.65422, -1.71921], [-0.47707, -6.94528, 1.95812], [6.36578, -0.48858, 0.40086], [-1.95525, 2.25050, -1.82084], [1.63875, 2.48536, -2.24788], [1.08721, 4.46770, -1.74202], [-2.20828, 2.65331, -0.84249], [1.67823, -3.60463, -6.50772], [5.63064, -0.66428, -0.37008], [-0.34839, -2.99317, -0.16518], [-3.56057, 2.28552, 0.78509], [2.58733, -1.30193, -3.20993], [0.71202, -2.36266, -0.99256], [-3.42105, -1.46003, -1.24664], [-3.88175, -3.24104, 0.74042], [0.94627, -0.15410, -0.46452], [-0.82966, 1.37601, 2.85957], [3.79414, 2.71183, 0.74051], [-2.01417, 1.23797, 3.56420], [3.69332, -1.10284, -2.23958], [0.57460, 8.29260, -1.53835], [-4.90879, 2.67435, -1.28622], [3.11584, -2.92362, 3.44190], [0.52607, -0.61023, -3.92125], [3.68732, 2.50875, 1.80246], [-1.26438, -0.22731, -1.68527], [5.56812, 2.01667, 4.57038], [0.57617, -4.80582, 2.69170], [-1.52268, -4.41858, 2.55006], [-0.20457, -4.82294, 1.93226], [5.79952, 2.47682, 2.14982], [0.46510, 7.14170, -3.73656], [2.77124, -1.23035, 4.74595], [-0.01551, -5.06717, -3.85293], [-4.66080, -3.15777, -0.01384], [1.64726, -0.62082, 1.65029], [-2.57451, -4.40668, -2.96347], [-0.29706, -1.53300, -5.67724], [-0.15834, 0.53053, 2.80703], [-0.25148, -6.16394, 1.23254], [-1.43706, -3.44519, 3.03132], [1.06339, 5.06090, -0.44164], [2.41456, 2.40365, 2.36492], [2.86180, -1.60538, 3.46635], [0.83972, -4.63377, -2.36888], [4.81701, 2.37804, 2.59293], [-2.04212, -2.07692, 1.29109], [-1.35203, -3.90004, -0.97711], [0.63940, 6.59409, -2.82148], [-0.35221, -5.95760, -2.36485], [-2.31694, -4.41777, 1.79935], [1.02095, 7.21370, 0.78085], [-0.32007, 0.04398, -3.75850], [-2.90594, 2.29876, 3.64511], [-5.50890, -2.35026, -2.52600], [-6.72314, -1.90083, -1.32472], [0.92121, 6.48646, -0.42787], [-1.19010, 4.58579, 1.84098], [-4.26519, 1.19164, -1.98941], [-1.21671, -3.99125, -2.44669], [-2.55876, 3.67857, -0.96517], [1.30655, 5.18099, 1.96974], [-3.28485, 4.33191, 3.07463], [-5.61378, -3.36233, 0.47478]], "forces_ev_per_a": [[0.00, -0.08, 0.00], [-0.11, -0.19, -0.20], [-0.01, 0.00, 0.00], [-0.01, -0.01, 0.03], [0.02, -0.02, 0.01], [0.02, 0.04, 0.03], [-0.11, 0.00, 0.04], [-0.07, 0.00, -0.10], [0.01, 0.01, 0.01], [-0.03, -0.02, -0.01], [0.00, 0.00, -0.02], [0.27, 0.14, -0.03], [-0.02, -0.03, -0.03], [0.01, 0.02, 0.04], [0.00, 0.00, 0.02], [0.05, 0.01, 0.06], [0.02, 0.00, 0.05], [0.00, 0.02, 0.03], [0.00, 0.00, 0.01], [0.01, -0.03, 0.00], [-0.01, -0.14, -0.11], [0.00, 0.01, 0.00], [-0.02, -0.04, 0.00], [-0.01, -0.01, 0.01], [0.04, 0.02, 0.00], [0.00, 0.01, 0.05], [-0.01, 0.02, -0.01], [0.01, 0.00, -0.01], [0.00, -0.07, -0.05], [0.01, 0.00, 0.01], [0.05, -0.06, -0.03], [-0.02, 0.15, 0.18], [-0.17, -0.10, 0.21], [-0.02, -0.02, 0.04], [-0.04, -0.01, 0.00], [0.06, 0.04, 0.14], [-0.53, -0.43, 0.46], [-0.02, 0.00, 0.01], [-0.01, 0.06, -0.06], [0.00, -0.13, -0.08], [0.00, -0.02, -0.01], [0.01, 0.00, 0.01], [-0.07, 0.00, 0.05], [0.01, 0.05, 0.07], [0.02, 0.01, 0.04], [0.01, -0.01, -0.04], [-0.01, -0.02, -0.04], [0.00, 0.03, 0.01], [-0.01, 0.04, -0.07], [-0.03, 0.01, 0.01], [-0.01, 0.00, 0.00], [0.07, 0.02, -0.06], [0.00, 0.00, 0.01], [-0.01, -0.04, -0.02], [0.02, -0.04, 0.02], [-0.07, 0.06, 0.01], [0.00, 0.00, 0.02], [0.02, 0.00, 0.01], [0.01, -0.02, -0.07], [-0.07, 0.25, 0.10], [-0.01, -0.04, -0.11], [0.09, -0.12, 0.06], [-0.01, 0.01, 0.05], [0.03, -0.02, -0.04], [-0.25, 0.04, 0.08], [0.00, 0.02, -0.08], [0.03, 0.00, -0.05], [0.04, -0.19, 0.05], [0.15, 0.00, -0.12], [0.05, -0.01, 0.01], [0.64, 0.47, -0.57], [-0.03, 0.05, 0.03], [0.00, 0.00, 0.00], [-0.01, -0.01, 0.02], [0.03, 0.01, 0.02], [0.00, 0.03, -0.01], [-0.01, 0.02, -0.01], [0.00, -0.04, -0.02], [-0.04, -0.02, -0.09], [0.01, 0.00, 0.01], [-0.07, 0.15, 0.39], [0.01, 0.00, 0.01], [-0.03, -0.02, -0.01], [0.03, -0.01, 0.02], [-0.01, -0.02, -0.04], [0.02, 0.00, -0.01], [-0.01, 0.02, -0.01], [0.00, 0.01, 0.02], [0.00, 0.00, -0.03], [-0.02, 0.01, -0.02], [0.02, 0.13, -0.51], [0.06, 0.09, -0.08], [0.00, -0.01, -0.01], [0.06, -0.04, 0.00], [0.02, 0.02, 0.03], [-0.01, 0.02, 0.00], [-0.03, -0.01, 0.05], [0.03, 0.05, 0.06], [0.05, 0.01, -0.04], [-0.04, -0.03, 0.00], [-0.01, -0.01, -0.01], [-0.09, -0.04, -0.04], [0.21, 0.14, 0.10], [0.00, 0.07, 0.10], [0.00, -0.02, 0.03], [-0.01, 0.01, 0.00], [0.01, -0.01, 0.00], [0.03, -0.01, -0.01], [0.01, -0.01, 0.01], [0.01, -0.02, -0.02], [-0.03, 0.00, 0.01], [-0.01, 0.00, -0.01], [0.01, 0.01, -0.01], [0.00, 0.00, 0.01], [-0.15, -0.13, 0.12], [-0.02, 0.02, 0.02], [0.04, -0.06, -0.03], [-0.02, 0.01, 0.00], [-0.02, -0.01, -0.02]], "mulliken_charge": [0.346, 1.081, -0.820, 0.363, 0.396, -1.714, -0.551, -0.124, 0.691, 0.545, 0.148, -0.540, 0.315, 0.397, 0.483, -1.552, -0.244, 0.450, -0.627, -0.141, 0.133, 0.402, -0.932, 0.555, -0.880, 0.063, -0.427, 0.325, -0.833, 0.607, 0.067, 0.353, -0.060, -0.144, 0.671, 0.893, 1.312, 0.412, -0.879, -0.771, 0.436, 0.378, 0.903, 0.215, -0.349, 0.748, -1.088, 0.408, -0.616, -0.134, 0.429, -1.564, 0.581, -0.703, -0.981, -1.649, 0.506, 0.580, 0.262, 0.323, 0.222, -1.067, -0.093, -1.268, -0.143, -0.089, 0.765, -0.421, 0.066, 0.221, 1.778, -0.330, 0.377, -0.837, 0.242, 0.389, 0.599, -0.288, -0.522, -1.193, -0.425, 0.409, 0.354, -1.000, 0.469, 0.489, 0.416, -0.275, 0.396, -1.118, 0.439, -1.355, 0.526, 0.145, -1.321, 0.159, 0.090, 0.904, 0.367, 0.329, -0.569, 0.904, 0.278, -1.035, 0.352, 0.074, -0.793, 0.585, -0.832, 0.288, 0.438, 0.914, 0.313, 0.238, 1.741, 0.619, -0.347, 0.446, 0.526]}

=====

# 3
{"formula": "C20H23N5O4S", "method": "ωB97M-V/def2-TZVPD", "total_energy_ev": -47587.830, "lumo_ev": 0.14, "gap_ev": 8.17, "symbols": ["C", "S", "C", "H", "C", "C", "H", "C", "N", "C", "H", "H", "H", "H", "H", "C", "C", "C", "C", "C", "C", "H", "C", "H", "H", "H", "C", "O", "N", "C", "N", "O", "N", "H", "O", "C", "H", "C", "C", "H", "H", "N", "H", "C", "H", "C", "H", "H", "H", "H", "H", "O", "H"], "coordinates": [[3.41246, 0.27132, -1.73947], [-2.12469, 2.74527, -0.14704], [2.78462, 1.20694, -0.91881], [5.28090, -0.58008, -2.32779], [-3.73233, 0.48031, -0.14873], [5.23724, 3.59017, 1.62741], [2.80939, -0.33330, -2.39645], [0.75478, -3.92235, -1.04095], [0.58786, 0.50509, -1.69166], [-2.20224, -4.30511, 1.02717], [6.03759, 3.77476, 2.34949], [4.14590, 4.70878, 0.12518], [5.81428, 5.23034, 0.35912], [6.61212, 0.84005, -0.79917], [-3.18704, -5.45128, 3.39953], [4.78789, 0.14182, -1.69462], [4.91758, 1.86915, -0.01776], [4.92166, 4.87572, 0.86808], [-2.70010, -1.76782, 0.03247], [-3.60182, -2.34435, 0.90549], [-1.29611, -3.71178, 0.14438], [0.67710, 4.16091, 0.06625], [-0.73630, 1.88335, -0.73418], [-2.12357, -0.21990, -1.16251], [-0.85972, -1.96324, -1.03751], [-4.49179, -1.82508, 1.21410], [-4.10040, -5.39861, 2.79815], [-4.62284, 0.39658, 0.66633], [0.88096, 3.26400, 0.50640], [-3.34812, -3.62481, 1.40463], [-0.69628, 0.85587, -1.54196], [-4.28872, -4.11485, 2.25567], [-2.86824, -0.49035, -0.51205], [3.02210, 2.71260, 0.57125], [-0.19840, -4.46095, -0.15524], [5.53854, 0.93038, -0.84607], [1.53616, -4.67606, -1.12539], [3.53570, 2.00520, -0.05716], [1.34233, 1.30906, -0.98721], [4.58573, 5.63848, 1.56507], [0.32313, -3.73488, -2.02896], [0.53037, 2.22480, -0.34785], [-4.34725, 2.43142, -0.82717], [-3.47206, 1.78755, -0.90784], [-3.20502, 1.61994, -1.94997], [-1.54296, -2.44691, -0.35805], [-1.96709, -5.29137, 1.38971], [-4.06389, -6.16424, 2.01646], [0.32709, 3.20137, 1.36000], [1.18694, -2.99370, -0.65476], [-4.96342, -5.57758, 3.43768], [5.75229, 2.57335, 0.79080], [4.35572, 3.23275, 2.17360]], "forces_ev_per_a": [[-0.21, 0.12, 0.06], [-0.14, 0.24, 0.16], [0.74, -0.11, -0.04], [0.05, -0.06, -0.05], [0.03, 0.30, -0.33], [-0.14, 0.38, 0.14], [-0.03, -0.07, -0.08], [0.15, 0.09, -0.13], [1.23, -0.27, -0.12], [-0.03, -0.25, 0.16], [-0.17, -0.05, -0.04], [-0.08, 0.04, -0.07], [0.06, 0.06, -0.04], [0.13, -0.01, 0.00], [-0.03, 0.00, -0.04], [0.00, 0.07, 0.07], [0.05, -0.29, -0.27], [0.11, -0.40, 0.07], [-0.28, -0.33, 0.40], [-0.18, 0.06, 0.09], [-0.18, 0.17, 0.01], [0.02, -0.23, -0.02], [-0.07, 0.00, -0.12], [-0.30, 0.07, 0.16], [0.13, 0.03, -0.08], [-0.06, 0.05, 0.01], [0.04, -0.20, 0.08], [-0.21, 0.00, 0.21], [-0.21, 0.38, 0.22], [0.27, 0.09, -0.23], [-0.79, 0.72, 0.25], [0.02, 0.30, -0.17], [0.22, -0.24, -0.29], [0.11, 0.01, 0.01], [-0.31, -0.04, 0.21], [0.00, 0.21, 0.18], [-0.03, 0.08, -0.03], [0.14, 0.12, 0.19], [-0.53, -0.02, -0.01], [-0.05, 0.11, 0.06], [0.01, 0.01, 0.03], [-0.42, -0.36, -0.33], [0.07, -0.11, -0.01], [0.21, -0.06, 0.13], [-0.09, 0.01, -0.04], [0.33, -0.17, -0.13], [-0.01, -0.13, 0.07], [0.01, 0.03, 0.03], [0.12, -0.12, -0.15], [-0.03, -0.02, -0.02], [0.08, -0.03, -0.03], [0.10, -0.16, -0.15], [0.11, -0.02, -0.01]], "nbo_charge": [-0.201, 0.276, -0.081, 0.217, 0.665, -0.064, 0.235, -0.254, -0.274, -0.411, 0.195, 0.210, 0.217, 0.224, 0.176, -0.189, 0.391, -0.638, 0.196, -0.323, 0.427, 0.372, 0.166, 0.439, 0.225, 0.258, -0.252, -0.600, -0.628, 0.350, -0.359, -0.489, -0.631, 0.242, -0.511, -0.271, 0.197, -0.326, 0.323, 0.214, 0.178, -0.216, 0.260, -0.602, 0.249, -0.402, 0.226, 0.176, 0.377, 0.181, 0.199, -0.510, 0.170]}

=====

Computed ΔE to the lowest compared entry with this formula, charge and spin, in the same sequence as the records: 174.5 0.0 379.4 kJ/mol.